No. 1
The following is a DFT calculation (the ωB97M-V functional and the def2-TZVPD basis) of a cluster of 7 separate species, C27H45N7O9 in total.

Geometry (Å):
C (2.132, 1.336, -4.563)
C (0.948, 1.022, -5.642)
C (0.042, 2.054, -6.006)
C (0.271, 3.595, -5.517)
C (1.411, 3.916, -4.491)
C (2.263, 2.662, -4.078)
N (-0.596, 4.657, -5.907)
O (-0.446, 5.875, -5.414)
O (-1.398, 4.377, -6.794)
H (2.902, 0.649, -4.248)
H (0.871, 0.164, -6.356)
H (-0.693, 1.988, -6.660)
H (1.552, 4.995, -4.128)
H (3.097, 2.876, -3.657)
C (-3.966, -3.545, 4.111)
C (-4.911, -2.332, 4.259)
C (-4.371, -0.944, 3.999)
C (-2.921, -0.750, 3.767)
C (-1.974, -1.949, 3.846)
C (-2.591, -3.358, 4.039)
N (-2.259, 0.537, 3.519)
O (-2.998, 1.457, 3.139)
O (-0.972, 0.611, 3.616)
H (-4.443, -4.592, 4.057)
H (-6.063, -2.542, 4.332)
H (-5.029, -0.259, 4.321)
H (-0.864, -1.781, 3.687)
H (-1.918, -4.145, 4.329)
C (-3.653, -2.651, 0.517)
O (-2.627, -3.304, 0.574)
N (-4.204, -2.301, -0.689)
C (-5.386, -1.434, -0.713)
C (-3.703, -2.711, -2.017)
H (-4.081, -2.160, 1.280)
H (-5.157, -0.527, -1.161)
H (-5.835, -1.198, 0.135)
H (-6.149, -1.948, -1.362)
H (-3.686, -3.756, -1.919)
H (-2.802, -2.169, -2.356)
H (-4.503, -2.584, -2.913)
C (0.532, 3.574, 2.453)
O (-0.131, 4.629, 2.124)
N (1.482, 3.513, 3.242)
C (1.881, 2.163, 3.545)
C (2.371, 4.592, 3.674)
H (0.194, 2.707, 1.802)
H (2.242, 1.851, 4.456)
H (2.433, 1.971, 2.677)
H (1.099, 1.218, 3.243)
H (2.838, 5.133, 2.786)
H (2.902, 4.599, 4.628)
H (1.681, 5.625, 3.636)
C (1.078, 0.451, 0.161)
O (1.092, -0.310, 1.076)
N (-0.051, 0.854, -0.515)
C (-0.069, 1.942, -1.601)
C (-1.330, 0.206, -0.103)
H (1.897, 1.170, -0.029)
H (0.938, 1.933, -1.976)
H (-0.167, 2.795, -0.994)
H (-0.941, 2.060, -2.120)
H (-1.796, 0.104, -1.137)
H (-1.847, 0.511, 0.790)
H (-1.076, -0.724, 0.063)
C (2.191, -2.923, -2.019)
O (2.825, -3.979, -1.835)
N (1.062, -2.735, -2.660)
C (0.408, -1.457, -2.803)
C (0.456, -3.952, -3.373)
H (2.613, -2.146, -1.563)
H (-0.681, -1.753, -2.319)
H (0.250, -0.995, -3.749)
H (0.952, -0.612, -2.211)
H (-0.479, -3.637, -3.784)
H (0.218, -4.956, -3.037)
H (1.210, -4.252, -4.227)
C (5.091, -0.908, 4.069)
O (4.982, -1.985, 4.612)
N (4.756, -0.761, 2.800)
C (4.951, 0.503, 2.081)
C (4.097, -1.779, 1.965)
H (5.595, -0.101, 4.685)
H (5.205, 1.296, 2.660)
H (4.225, 0.804, 1.371)
H (5.752, 0.362, 1.308)
H (4.468, -2.811, 2.338)
H (4.312, -1.610, 0.892)
H (2.997, -2.010, 1.985)

Properties
* charge: 0
* largest force on an atom: 10.99 eV Å⁻¹
* LUMO: -1.9 eV
* HOMO level: -8.8 eV
* SMILES: O=[N+]([O-])c1ccccc1.O=[N+]([O-])c1ccccc1.CN(C)C=O.CN(C)C=O.CN(C)C=O.CN(C)C=O.CN(C)C=O
* ΔE to the lowest compared entry with this formula, charge and spin: 17.8732 eV
* total energy: -57565.993 eV

Löwdin atomic charge list, values in e, 4 entries:
1 C -0.016
2 C -0.032
3 C 0.028
4 C -0.059

=====

No. 2
The following is a DFT calculation (the ωB97M-V functional and the def2-TZVPD basis) of an isolated molecule of C20H28N4O6.

Geometry (Å):
C (-4.362, 2.271, 2.393)
C (-3.603, 1.009, 2.001)
C (-2.240, 0.885, 2.685)
H (-1.843, -0.113, 2.480)
C (-1.237, 1.960, 2.251)
N (-0.972, 1.938, 0.819)
C (-0.211, 0.949, 0.242)
C (-0.068, 0.896, -1.132)
C (-0.673, 1.875, -1.986)
O (-0.621, 1.917, -3.198)
N (-1.367, 2.863, -1.278)
C (-1.538, 2.964, 0.069)
O (-2.143, 3.879, 0.579)
H (-1.786, 3.601, -1.833)
N (0.774, -0.080, -1.733)
C (0.393, -1.345, -2.001)
O (1.116, -2.174, -2.510)
C (-1.049, -1.723, -1.616)
H (-1.693, -1.599, -2.488)
H (-1.429, -1.126, -0.782)
O (-1.094, -3.104, -1.291)
C (-0.271, -3.470, -0.302)
O (0.350, -2.681, 0.379)
C (-0.248, -4.918, -0.134)
C (-0.839, -5.914, -0.877)
C (-0.452, -7.126, -0.276)
C (0.342, -6.780, 0.781)
O (0.469, -5.458, 0.874)
H (0.853, -7.377, 1.512)
H (-0.721, -8.115, -0.584)
H (-1.458, -5.774, -1.738)
C (2.047, 0.386, -2.273)
C (3.104, 0.640, -1.196)
H (3.029, -0.156, -0.452)
H (4.088, 0.558, -1.663)
C (3.019, 2.003, -0.498)
C (3.929, 2.005, 0.730)
H (3.634, 1.226, 1.429)
H (4.961, 1.828, 0.435)
H (3.880, 2.964, 1.241)
C (3.412, 3.137, -1.441)
H (4.428, 2.994, -1.804)
H (2.745, 3.186, -2.298)
H (3.364, 4.093, -0.924)
H (1.992, 2.176, -0.163)
H (1.857, 1.282, -2.865)
H (2.395, -0.407, -2.938)
N (0.430, 0.070, 1.040)
H (0.215, 0.029, 2.019)
H (0.754, -0.798, 0.630)
H (-0.296, 1.865, 2.801)
H (-1.651, 2.948, 2.460)
H (-2.371, 0.973, 3.765)
H (-4.197, 0.134, 2.275)
H (-3.471, 0.988, 0.916)
H (-5.368, 2.241, 1.983)
H (-4.436, 2.351, 3.476)
H (-3.869, 3.158, 2.007)

Properties
* charge: 0
* largest force on an atom: 1.16 eV Å⁻¹
* LUMO: 0.4 eV
* HOMO level: -8.5 eV
* SMILES: CCCCn1c(N)c(N(CCC(C)C)C(=O)COC(=O)c2ccco2)c(=O)[nH]c1=O
* ΔE to the lowest compared entry with this formula, charge and spin: 0.0284 eV
* total energy: -39441.970 eV

Löwdin atomic charge list, values in e, 4 entries:
1 C -0.099
2 C -0.251
3 C -0.181
4 H 0.099

=====

No. 3
The following is a DFT calculation (the ωB97M-V functional and the def2-TZVPD basis) of an isolated molecule of C6H6O.

Geometry (Å):
C (0.167, 1.138, 0.274)
C (-0.001, -0.184, 1.009)
C (-1.058, -1.077, 0.208)
C (-1.218, -0.982, -1.043)
C (1.059, 0.672, -0.816)
C (1.234, -0.962, 0.696)
O (1.721, -0.407, -0.404)
H (-0.748, 1.624, -0.052)
H (0.718, 1.821, 0.938)
H (-0.312, -0.129, 2.046)
H (-1.517, -1.764, 0.902)
H (-1.444, -0.941, -2.068)
H (1.399, 1.190, -1.689)

Properties
* charge: 0
* largest force on an atom: 2.03 eV Å⁻¹
* LUMO (alpha / beta): 0.1 / 0.1 eV
* HOMO level (alpha / beta): -8.1 / -7.9 eV
* ΔE to the lowest compared entry with this formula, charge and spin: 7.1987 eV
* total energy: -8359.307 eV

Löwdin atomic charge list, values in e, 4 entries:
1 C -0.159
2 C -0.311
3 C -0.173
4 C 0.162

=====

No. 4
The following is a DFT calculation (the ωB97M-V functional and the def2-TZVPD basis) of a structure of composition C24H58NO12S6V.

Geometry (Å):
O (-0.488, -0.343, 1.769)
V (0.722, -0.580, 0.780)
O (0.022, -1.131, -0.565)
C (-1.272, 3.382, -1.056)
C (0.263, 3.243, -1.377)
C (0.664, 4.618, -1.984)
C (0.743, 5.787, -0.977)
C (1.804, 5.507, 0.024)
C (1.609, 4.116, 0.789)
N (1.190, 3.035, -0.240)
O (0.951, 1.745, 0.404)
C (0.651, 4.394, 2.013)
C (3.028, 3.752, 1.380)
C (0.554, 2.169, -2.469)
H (-1.500, 4.273, -0.471)
H (-1.684, 2.511, -0.546)
H (-1.811, 3.530, -1.992)
H (0.011, 4.797, -2.838)
H (1.627, 4.499, -2.481)
H (-0.248, 5.930, -0.547)
H (0.963, 6.681, -1.561)
H (1.810, 6.362, 0.700)
H (2.770, 5.547, -0.479)
H (0.634, 3.621, 2.781)
H (-0.387, 4.316, 1.689)
H (0.723, 5.349, 2.534)
H (3.376, 4.485, 2.108)
H (3.665, 3.713, 0.496)
H (3.003, 2.818, 1.941)
H (0.358, 1.166, -2.091)
H (1.618, 2.146, -2.703)
H (0.009, 2.241, -3.410)
C (-0.709, -3.854, -3.811)
C (-0.114, -3.310, -2.523)
O (1.020, -4.123, -2.219)
C (1.054, -5.152, -3.148)
O (2.011, -5.891, -3.272)
O (0.063, -5.099, -3.884)
H (-0.469, -3.181, -4.634)
H (-1.790, -3.972, -3.737)
H (-0.955, -3.328, -1.830)
H (0.147, -2.260, -2.653)
C (-3.014, 1.837, 2.795)
S (-3.750, 2.101, 4.452)
O (-4.301, 3.510, 4.578)
C (-5.187, 0.915, 4.368)
H (-2.476, 0.890, 2.841)
H (-2.287, 2.633, 2.631)
H (-3.777, 1.885, 2.018)
H (-4.829, -0.114, 4.398)
H (-5.804, 1.125, 3.494)
H (-5.931, 0.981, 5.162)
C (2.548, -1.047, 4.852)
S (2.541, 0.338, 3.632)
O (2.354, -0.202, 2.183)
C (0.963, 0.998, 4.281)
H (2.019, -1.949, 4.546)
H (2.155, -0.747, 5.823)
H (3.546, -1.486, 4.838)
H (0.262, 0.212, 4.561)
H (0.568, 1.729, 3.576)
H (1.046, 1.401, 5.291)
C (3.619, -3.390, 1.994)
S (1.768, -3.795, 2.192)
O (0.942, -2.587, 1.699)
C (1.732, -5.064, 0.860)
H (3.825, -3.070, 0.973)
H (4.243, -4.281, 2.067)
H (3.928, -2.589, 2.665)
H (2.422, -5.895, 1.006)
H (2.156, -4.548, -0.001)
H (0.697, -5.287, 0.600)
C (-1.950, -0.500, -3.861)
S (-3.097, 0.870, -3.845)
O (-3.429, 1.187, -5.314)
C (-4.536, -0.136, -3.301)
H (-1.780, -0.941, -2.879)
H (-1.009, -0.052, -4.178)
H (-2.177, -1.298, -4.568)
H (-5.453, 0.452, -3.283)
H (-4.225, -0.447, -2.304)
H (-4.870, -1.014, -3.852)
C (-3.344, -2.222, 0.416)
S (-4.395, -3.699, -0.123)
O (-4.026, -3.728, -1.573)
C (-3.543, -5.166, 0.672)
H (-3.664, -1.745, 1.342)
H (-3.535, -1.400, -0.275)
H (-2.268, -2.392, 0.431)
H (-3.470, -4.805, 1.698)
H (-2.562, -5.268, 0.209)
H (-4.049, -6.130, 0.723)
C (3.978, 0.370, -2.234)
S (4.131, -0.923, -0.986)
O (2.656, -1.006, -0.474)
C (4.274, -2.258, -2.169)
H (4.952, 0.547, -2.689)
H (3.596, 1.253, -1.721)
H (3.250, 0.026, -2.968)
H (3.442, -2.135, -2.861)
H (4.216, -3.248, -1.717)
H (5.272, -2.205, -2.604)

Properties
* charge: +1
* largest force on an atom: 6.67 eV Å⁻¹
* LUMO (alpha / beta): -3.0 / -4.1 eV
* HOMO level (alpha / beta): -10.6 / -10.6 eV
* ⟨S²⟩: 0.756
* total energy: -142574.067 eV
* 2S+1: 2

Löwdin atomic charge list, values in e, 4 entries:
1 O -0.311
2 V 0.854
3 O -0.333
4 C 0.001